Here is a structure of composition C45H54ClN2O7PSiTi from OMol25. Energies are from ωB97M-V/def2-TZVPD.

CARTESIAN COORDINATES (ANGSTROEM)
Ti 0.58 -0.15 0.42
N -0.51 6.04 1.13
C -0.56 4.99 1.57
C -0.65 3.66 2.12
C -1.17 3.40 3.38
C -1.25 2.09 3.80
C -0.84 1.07 2.96
N -0.32 1.33 1.73
C -0.22 2.60 1.33
H -1.50 4.21 4.02
H -1.65 1.83 4.77
H -0.92 0.04 3.25
H 0.22 2.79 0.37
C -3.52 4.29 -1.08
C -2.69 4.22 -2.19
C -1.86 3.12 -2.37
C -1.85 2.10 -1.42
C -2.71 2.16 -0.32
C -3.54 3.26 -0.15
P -0.91 0.56 -1.63
C -2.12 -0.59 -2.35
C -2.74 -1.61 -1.64
C -3.76 -2.34 -2.23
C -4.16 -2.06 -3.52
C -3.55 -1.04 -4.23
C -2.54 -0.30 -3.65
C 0.38 0.76 -2.88
C 0.62 -0.28 -3.77
C 1.55 -0.12 -4.78
C 2.24 1.08 -4.91
C 2.04 2.10 -3.99
C 1.13 1.94 -2.96
H -4.16 5.15 -0.94
H -2.69 5.02 -2.92
H -1.23 3.07 -3.25
H -2.73 1.36 0.40
H -4.20 3.31 0.70
H -2.43 -1.86 -0.64
H -4.23 -3.14 -1.66
H -4.95 -2.64 -3.98
H -3.86 -0.81 -5.24
H -2.08 0.51 -4.21
H 0.05 -1.20 -3.71
H 1.72 -0.92 -5.49
H 2.93 1.22 -5.73
H 2.59 3.03 -4.08
H 0.98 2.74 -2.25
C 6.51 0.51 -0.87
C 5.34 1.05 -1.68
C 5.13 2.53 -1.43
C 5.55 0.76 -3.16
O 4.09 0.35 -1.32
Si 3.31 0.26 0.06
O 1.84 1.06 0.10
O 2.43 -1.19 0.18
C 2.98 -2.58 -0.04
C 2.35 -3.52 0.97
C 2.66 -2.94 -1.47
C 4.48 -2.52 0.21
O 4.21 0.55 1.33
C 4.18 1.07 2.69
C 2.81 0.86 3.29
C 4.52 2.55 2.61
C 5.24 0.30 3.45
H 7.41 1.04 -1.16
H 6.67 -0.55 -1.08
H 6.36 0.64 0.20
H 6.01 3.10 -1.72
H 4.95 2.72 -0.37
H 4.27 2.90 -2.00
H 6.49 1.20 -3.49
H 4.74 1.17 -3.75
H 5.60 -0.32 -3.33
H 1.34 -3.81 0.67
H 2.35 -3.09 1.97
H 2.93 -4.44 1.00
H 1.59 -2.93 -1.65
H 3.03 -3.95 -1.68
H 3.15 -2.25 -2.16
H 4.71 -2.21 1.23
H 4.97 -1.84 -0.49
H 4.90 -3.51 0.05
H 2.07 1.51 2.82
H 2.82 1.09 4.36
H 2.50 -0.19 3.19
H 3.79 3.08 1.99
H 5.51 2.70 2.18
H 4.51 3.00 3.60
H 4.98 -0.76 3.52
H 5.34 0.69 4.46
H 6.21 0.39 2.95
C -2.16 -3.42 4.63
C -2.73 -2.18 3.99
C -3.17 -1.13 4.78
C -3.79 -0.02 4.23
Cl -4.31 1.27 5.26
C -4.02 0.06 2.87
C -3.56 -0.96 2.06
C -2.90 -2.05 2.61
O -2.50 -3.06 1.72
C -1.12 -3.36 1.73
C -0.33 -2.19 1.19
O -0.23 -1.93 -0.05
O 0.21 -1.35 1.98
H -2.65 -3.59 5.59
H -1.09 -3.33 4.83
H -2.33 -4.30 4.01
H -3.05 -1.19 5.86
H -4.56 0.90 2.46
H -3.75 -0.95 0.99
H -0.97 -4.22 1.08
H -0.74 -3.59 2.72

Molecular weight, g/mol: 877.31
Largest force on an atom, eV/Å: 0.60
E_HOMO, Eh: -0.504
DFT total energy, Eh: -4323.7148
Spin multiplicity: 1
Total charge: +2
Lowest unoccupied orbital energy, eV: -6.98
Energy above the lowest of the compared OMol25 structures with the same formula, charge and spin, eV: 0.069


Here is a structure of composition C45H54F4FeNSb2 from OMol25. Energies are from ωB97M-V/def2-TZVPD.

CARTESIAN COORDINATES (ANGSTROEM)
Fe 0.07 0.02 0.26
C 0.84 -1.28 2.47
C 1.46 -2.56 1.87
C 0.45 -3.33 1.01
C 2.77 -2.21 1.17
C 3.94 -2.66 1.73
C 5.18 -2.36 1.16
C 5.24 -1.56 0.03
C 4.10 -1.10 -0.59
C 4.25 -0.09 -1.72
C 4.94 1.18 -1.19
C 5.06 -0.65 -2.89
C 2.82 -1.48 -0.05
N 1.64 -1.12 -0.65
C 1.43 -1.39 -1.97
C 2.11 -2.39 -2.70
C 1.83 -2.60 -4.04
C 0.87 -1.84 -4.70
C 0.14 -0.89 -3.99
C 0.43 -0.71 -2.67
F -0.29 0.20 -1.93
H -0.20 -1.46 2.73
H 0.91 -0.42 1.76
H 1.37 -0.97 3.37
H 1.72 -3.22 2.70
H 0.02 -2.70 0.24
H -0.36 -3.71 1.64
H 0.92 -4.19 0.53
H 3.91 -3.27 2.62
H 6.09 -2.74 1.61
H 6.21 -1.29 -0.36
H 3.27 0.21 -2.08
H 5.96 0.97 -0.88
H 4.40 1.59 -0.33
H 4.97 1.93 -1.97
H 6.05 -0.96 -2.56
H 5.18 0.11 -3.66
H 4.57 -1.51 -3.34
H 2.83 -3.01 -2.19
H 2.38 -3.36 -4.58
H 0.67 -2.01 -5.75
H -0.63 -0.30 -4.47
C 2.27 3.11 3.02
C 2.16 3.73 1.64
C 3.52 3.82 0.96
Sb 0.71 2.61 0.41
C -1.18 3.17 1.41
C -1.53 2.17 2.51
C -1.17 4.58 1.97
C 0.52 3.80 -1.45
C 0.79 5.28 -1.21
C 1.43 3.23 -2.54
H 2.91 3.73 3.65
H 2.72 2.11 2.97
H 1.30 3.03 3.52
H 1.71 4.72 1.70
H 4.03 2.86 0.97
H 4.15 4.53 1.51
H 3.45 4.18 -0.07
H -1.92 3.10 0.60
H -0.86 2.29 3.37
H -1.45 1.13 2.16
H -2.55 2.33 2.86
H -0.45 4.68 2.78
H -2.16 4.81 2.39
H -0.96 5.33 1.21
H -0.52 3.65 -1.73
H 1.82 5.46 -0.91
H 0.12 5.70 -0.45
H 0.61 5.82 -2.14
H 2.48 3.35 -2.27
H 1.26 3.78 -3.47
H 1.23 2.18 -2.73
F -5.52 -3.09 5.36
C -4.83 -2.62 4.33
C -5.40 -2.67 3.07
C -4.68 -2.18 1.99
C -3.40 -1.65 2.18
C -2.86 -1.59 3.46
C -3.57 -2.08 4.54
Sb -2.40 -0.96 0.43
C -2.59 -2.71 -0.79
C -2.84 -3.94 -0.19
C -2.84 -5.10 -0.95
C -2.57 -5.01 -2.31
F -2.51 -6.13 -3.03
C -2.34 -3.80 -2.93
C -2.33 -2.65 -2.16
C -3.94 0.34 -0.26
C -4.12 0.61 -1.61
C -5.12 1.47 -2.03
C -5.92 2.07 -1.07
F -6.87 2.92 -1.47
C -5.76 1.83 0.28
C -4.76 0.96 0.69
H -6.39 -3.08 2.94
H -5.11 -2.21 1.00
H -1.88 -1.16 3.63
H -3.17 -2.05 5.55
H -3.05 -4.00 0.87
H -3.05 -6.06 -0.51
H -2.16 -3.77 -4.00
H -2.14 -1.70 -2.64
H -3.49 0.13 -2.35
H -5.29 1.68 -3.08
H -6.42 2.31 0.99
H -4.63 0.76 1.74

Molecular weight, g/mol: 984.29
Largest force on an atom, eV/Å: 3.07
Expectation value of S²: 0.776
E_HOMO (alpha / beta), Eh: -0.487 / -0.487
DFT total energy, Eh: -3944.8794
Spin multiplicity: 2
Total charge: +2
Lowest unoccupied orbital energy (alpha / beta), eV: -8.52 / -8.28